{
  "formula": "C15H48F6N12O9P",
  "method": "ωB97M-V/def2-TZVPD",
  "symbols": ["P", "F", "F", "F", "F", "F", "F", "C", "O", "N", "N", "H", "H", "H", "H", "C", "O", "N", "N", "H", "H", "H", "H", "C", "O", "N", "N", "H", "H", "H", "H", "C", "O", "N", "N", "H", "H", "H", "H", "C", "O", "N", "N", "H", "H", "H", "H", "C", "O", "N", "N", "H", "H", "H", "H", "C", "C", "C", "O", "H", "H", "H", "H", "H", "H", "H", "H", "C", "C", "C", "O", "H", "H", "H", "H", "H", "H", "H", "H", "C", "C", "C", "O", "H", "H", "H", "H", "H", "H", "H", "H"],
  "xyz": [[0.2376, -0.0573, 0.6317], [-0.3770, 0.1801, 2.0879], [0.8702, -1.4560, 1.1660], [-1.0434, -0.8807, 0.1135], [0.9858, -0.3627, -0.7958], [-0.3284, 1.3392, -0.0540], [1.5328, 0.8072, 1.0752], [-2.5597, 1.4871, 4.5746], [-3.5090, 1.8392, 5.2634], [-1.9614, 2.3183, 3.6526], [-1.9917, 0.2588, 4.6784], [-2.5640, 3.1077, 3.4812], [-1.5600, 1.8550, 2.8514], [-1.2016, 0.0154, 4.1073], [-2.3769, -0.4111, 5.3151], [-1.3713, -3.2674, -3.0480], [-2.1277, -3.6455, -2.1666], [-1.6080, -3.5895, -4.3639], [-0.3099, -2.4351, -2.8311], [-2.4706, -4.0996, -4.4331], [-1.1605, -3.0962, -5.1101], [-0.1170, -2.1432, -1.8893], [0.3127, -2.2200, -3.5852], [0.2550, -4.5728, 2.9267], [-0.1487, -5.6281, 3.3887], [-0.5424, -3.5263, 2.5788], [1.5858, -4.3392, 2.6406], [-1.5129, -3.7051, 2.3876], [-0.1789, -2.6782, 2.1699], [2.1140, -5.1910, 2.5686], [1.7494, -3.6854, 1.8936], [-0.7508, 5.5026, 0.4506], [-1.3820, 6.5432, 0.4457], [-0.0022, 5.0682, 1.5074], [-0.7431, 4.6330, -0.6158], [0.5930, 4.2544, 1.4581], [-0.0328, 5.4901, 2.4162], [-0.4047, 3.6911, -0.5333], [-1.4137, 4.8331, -1.3348], [-2.6720, 1.1776, -2.8122], [-3.5613, 1.3876, -3.6261], [-1.7703, 2.1226, -2.4070], [-2.6048, 0.0447, -2.0368], [-1.1025, 1.7687, -1.7405], [-1.8048, 3.0819, -2.6804], [-3.4788, -0.4112, -1.8442], [-1.9407, 0.0889, -1.2756], [5.5759, -1.7744, -1.1317], [6.5674, -1.4877, -1.7884], [5.2848, -3.0533, -0.7525], [4.5806, -0.8652, -0.8890], [4.3599, -3.3082, -0.4415], [5.9496, -3.7567, -1.0137], [3.7477, -1.0120, -0.3427], [4.8312, 0.1091, -0.9221], [2.7584, 3.1477, -1.0108], [3.5801, 3.5930, 0.1969], [3.8582, 5.0798, 0.1632], [2.8650, 3.3490, 1.4219], [2.4214, 2.1152, -1.0099], [3.2403, 3.4368, -1.9487], [1.8850, 3.8108, -1.0184], [4.4756, 2.9662, 0.2994], [4.5671, 5.3481, 0.9469], [2.9360, 5.6363, 0.3254], [4.2990, 5.3502, -0.7973], [2.6196, 2.4229, 1.4979], [2.6469, -4.7142, -2.3508], [1.9327, -4.6831, -1.0169], [0.9348, -5.8211, -0.8333], [2.9115, -4.7652, 0.0896], [3.6081, -4.2091, -2.4201], [1.9730, -4.2122, -3.0522], [2.8423, -5.7459, -2.6501], [1.4021, -3.7656, -0.7615], [1.2219, -6.7455, -1.3468], [-0.0649, -5.5508, -1.1731], [0.9067, -6.1165, 0.2162], [3.5594, -5.4410, -0.1387], [-3.8617, 3.0290, 0.5306], [-5.1583, 2.4260, 0.0405], [-5.6940, 1.3844, 1.0198], [-6.1278, 3.4588, -0.1560], [-3.0337, 2.3438, 0.7516], [-4.0312, 3.4176, 1.5455], [-3.4022, 3.8001, -0.0846], [-5.0084, 1.9432, -0.9260], [-5.3966, 1.5391, 2.0590], [-5.3012, 0.4081, 0.7137], [-6.7784, 1.3029, 0.9708], [-6.0342, 4.1153, 0.5407]],
  "forces_ev_per_a": [[1.6, -0.2, -1.4], [-0.7, 0.4, -0.4], [0.4, 0.2, 0.2], [-0.2, 0.4, 0.5], [-0.2, 0.1, 0.1], [-0.6, -0.6, 1.0], [0.2, -0.4, 0.3], [-0.5, -0.1, 0.5], [0.2, 0.0, -0.1], [-0.2, 0.0, 0.2], [0.3, -0.1, -0.2], [0.2, 0.1, -0.3], [0.0, 0.3, -0.1], [0.0, -0.2, 0.1], [-0.1, 0.0, 0.0], [-0.4, 0.8, 0.1], [0.4, -0.2, 0.1], [0.2, -0.4, 0.8], [-0.2, -0.6, -0.1], [0.0, 0.1, -0.7], [-0.3, 0.0, -0.3], [0.1, 0.2, -0.1], [0.2, 0.2, 0.2], [0.2, -0.3, -0.7], [0.0, 0.2, 0.1], [-0.8, 0.5, 0.1], [-0.1, 0.0, 0.4], [0.0, -0.2, 0.3], [0.1, -0.3, 0.0], [0.1, 0.0, 0.0], [0.2, -0.1, 0.0], [-0.1, -0.3, 0.4], [0.0, 0.0, 0.0], [0.4, -0.5, 0.2], [0.1, 0.3, -0.3], [0.0, 0.0, -0.2], [-0.2, 0.5, -0.2], [-0.1, -0.1, 0.2], [0.0, 0.1, 0.0], [-1.7, 0.9, 0.6], [0.5, -0.2, -0.1], [0.7, -0.8, 0.0], [0.6, 0.0, -0.2], [0.1, 0.8, 0.0], [0.0, -0.1, -0.4], [0.0, -0.2, -0.2], [-0.5, -0.4, -0.1], [-0.4, -0.2, -1.1], [0.2, 0.1, 0.7], [0.1, 0.3, 0.3], [-0.3, 0.9, 0.3], [0.1, -0.2, 0.2], [-0.1, 0.0, -0.1], [0.1, -0.5, 0.1], [0.2, -0.1, -0.3], [-0.4, 1.3, -0.1], [-0.4, -1.1, 0.4], [0.5, -0.3, 0.0], [-0.4, 0.5, 0.1], [0.2, -0.1, 0.0], [0.3, -0.5, 0.0], [-0.2, -0.3, 0.1], [0.3, 0.4, -0.4], [-0.1, 0.0, 0.0], [-0.1, 0.0, -0.1], [-0.1, 0.1, 0.0], [0.0, -0.2, -0.2], [-0.5, 0.3, -0.4], [0.7, -0.8, 1.6], [0.0, -0.5, -0.1], [0.0, 0.2, -0.7], [-0.1, 0.4, 0.4], [0.2, -0.4, -0.3], [-0.3, 0.0, -0.1], [0.2, 0.3, -0.5], [0.1, 0.2, -0.3], [0.0, 0.0, 0.0], [-0.3, 0.4, 0.1], [-0.1, -0.1, 0.0], [0.9, 0.0, 1.1], [0.0, 0.1, 0.4], [0.3, -0.7, -0.2], [0.0, 0.0, -0.3], [-0.3, -0.5, -0.5], [-0.2, 0.4, -0.2], [-0.5, 0.1, -0.2], [-0.2, 0.2, -0.2], [0.0, 0.2, 0.0], [0.0, 0.0, 0.2], [0.0, 0.2, -0.1], [0.1, -0.1, 0.1]],
  "relative_energy_ev": 0.0000,
  "charge": -1,
  "orbital_gap_ha": 0.3601,
  "lumo_ev": 2.04,
  "spin_multiplicity": 1,
  "fmax_ev_per_a": 2.2,
  "energy_ha": -2875.715832
}